ORCA calculation (wB97M-V/def2-TZVPD) on a structure of composition C47H48Cl3IrN12O5S2 in a non-equilibrium geometry.

Properties
Calculated total energy (Ha): -5133.3228
Energy relative to the best compared isomer or geometry (same formula, charge and spin) (kcal/mol): 147.1
Expectation value of S²: 1.162
HOMO-LUMO gap (alpha / beta) (eV): 3.670 / 3.454
HOMO level (alpha / beta) (eV): -13.81 / -13.81

Geometry as ORCA input:
```
! wB97M-V def2-TZVPD RIJCOSX def2/J DEFGRID3
* xyz 3 2
Ir -0.82580 0.01303 0.27941
C -4.63319 2.54301 3.76220
N -3.88639 1.55991 3.00168
C -2.99680 1.71373 2.02281
N -2.54219 0.51956 1.64860
C -3.20690 -0.34515 2.45697
N -4.01724 0.26414 3.27322
C -4.94374 3.79314 2.97809
C -6.24559 4.08139 2.57159
C -6.52941 5.25320 1.88127
C -5.52231 6.14194 1.56085
C -4.21368 5.85427 1.95449
C -3.93416 4.69197 2.68144
C -3.11622 6.70640 1.58671
N -3.10736 7.87714 1.00244
N -1.86335 8.23082 0.81241
C -1.09280 7.28010 1.27345
O -1.84979 6.27862 1.77894
C 0.33514 7.12758 1.24942
C 1.19946 8.11192 0.76725
C 2.55783 7.85147 0.74595
C 3.05570 6.62288 1.16065
C 2.19324 5.63160 1.62852
C 2.70920 4.28298 2.07861
N 1.71597 3.24513 1.94777
C 1.06823 2.79110 0.87096
N 0.18259 1.87565 1.24202
C 0.34645 1.79857 2.58914
N 1.25391 2.62153 3.02782
C 0.84241 5.90319 1.69545
H -4.05387 2.80200 4.65622
H -5.55084 2.05010 4.08921
H -2.71198 2.64829 1.58569
H -3.09206 -1.40947 2.42962
H -7.04675 3.39912 2.80983
H -7.54589 5.46999 1.59519
H -5.72267 7.05132 1.01728
H -2.92647 4.51600 3.02924
H 0.80040 9.05181 0.42102
H 3.24078 8.60581 0.38883
H 4.11875 6.43727 1.12837
H 2.95972 4.31863 3.14483
H 3.60575 4.00915 1.51594
H 1.23015 3.13805 -0.12777
H -0.19761 1.13301 3.22599
H 0.15684 5.17223 2.09543
C -3.73517 -4.81566 -0.50160
C -4.15418 -3.35904 -0.67809
C -5.37976 -3.03072 0.17528
C -4.45902 -3.09754 -2.16308
N -3.02183 -2.53241 -0.22959
N -2.96671 -1.17633 -0.59272
H -4.56616 -5.46801 -0.75366
H -3.44600 -5.01950 0.52530
H -2.90415 -5.05314 -1.16425
H -6.23222 -3.60830 -0.16776
H -5.64146 -1.97650 0.10803
H -5.19621 -3.27872 1.21628
H -5.17888 -3.82909 -2.51604
H -3.55843 -3.20008 -2.76730
H -4.89374 -2.11305 -2.31842
H -2.12972 -2.98716 -0.38742
H -3.82528 -0.73549 -0.26132
H -2.92022 -1.03616 -1.60871
C 6.82517 2.50867 0.21582
C 5.60986 1.65423 0.35278
C 4.60926 1.66297 -0.62054
C 3.52145 0.81024 -0.52070
C 3.43997 -0.05534 0.55083
C 4.37803 -0.04276 1.56186
C 5.46545 0.80796 1.45449
S 2.20187 -1.33536 0.50547
O 1.89515 -1.56517 -0.89691
O 2.70090 -2.49681 1.18640
O 0.99498 -0.76199 1.20048
H 6.67328 3.32184 -0.48911
H 7.65109 1.89820 -0.15370
H 7.13775 2.91277 1.17602
H 4.70431 2.31528 -1.47713
H 2.76470 0.76446 -1.28786
H 4.27471 -0.72087 2.39246
H 6.22651 0.79638 2.21943
Cl 6.58312 -5.83314 -2.60711
C 4.93037 -5.42933 -2.75720
C 4.49352 -4.13253 -2.45888
C 3.15568 -3.80644 -2.59774
C 2.22089 -4.74483 -3.01519
C 0.77183 -4.36553 -3.19590
C 0.62203 -3.03582 -4.01029
N 0.44539 -1.81996 -3.25764
C 1.03080 -0.61467 -3.50910
C 0.48655 0.27514 -2.63117
N -0.42454 -0.37066 -1.84633
C -0.42666 -1.62887 -2.26639
O 0.00329 -4.34901 -1.99249
C 0.66556 -4.51641 -0.74953
C 1.29970 -5.86907 -0.61244
C 2.60002 -6.09524 -0.15502
Cl 3.70301 -4.92272 0.33629
S 2.99193 -7.79336 -0.12711
C 1.43992 -8.17805 -0.71637
C 0.65043 -7.07054 -0.91928
C 2.67543 -6.04805 -3.30904
Cl 1.59415 -7.27116 -3.83844
C 4.01324 -6.38721 -3.17000
H 5.20860 -3.38692 -2.14744
H 2.82797 -2.80995 -2.33909
H 0.30434 -5.14042 -3.81940
H -0.25016 -3.15609 -4.66121
H 1.50059 -2.92322 -4.64859
H 1.76702 -0.47717 -4.27218
H 0.66971 1.32566 -2.52948
H -1.01168 -2.43625 -1.88100
H -0.13699 -4.42824 -0.00739
H 1.38857 -3.71668 -0.56559
H 1.16599 -9.20371 -0.87544
H -0.36370 -7.12160 -1.26986
H 4.34136 -7.38987 -3.39700
*
```

=====

ORCA calculation (wB97M-V/def2-TZVPD) on a structure of composition C35H35Cl3NNaO3S2Te.

Properties
Calculated total energy (Ha): -4242.5447
Energy relative to the best compared isomer or geometry (same formula, charge and spin) (kcal/mol): 12.7
HOMO-LUMO gap (eV): 4.410
HOMO level (eV): -0.72

Geometry as ORCA input:
```
! wB97M-V def2-TZVPD RIJCOSX def2/J DEFGRID3
* xyz -2 1
Na 0.15129 0.08729 -0.00407
C 3.18438 5.11483 -1.19239
C 4.60017 4.64794 -0.85922
C 5.12535 5.51060 0.29903
C 5.48706 4.87509 -2.09444
C 4.65126 3.17089 -0.46874
C 5.87055 2.61022 -0.05196
C 5.97961 1.27466 0.29377
C 4.84321 0.47795 0.23140
S 4.64219 -1.21001 0.56019
C 2.91846 -1.08457 0.10476
N 2.57536 0.11493 -0.23800
C 3.61908 1.01031 -0.18409
C 3.53260 2.35773 -0.53711
C 2.06453 -2.27412 0.04941
C 2.55244 -3.49610 0.54988
C 1.82954 -4.65462 0.37350
C 0.60083 -4.58128 -0.28925
C 0.10910 -3.35561 -0.70528
C 0.80518 -2.13315 -0.58713
H 3.20189 6.18269 -1.42727
H 2.50876 4.96753 -0.34891
H 2.77470 4.58688 -2.05600
H 5.02601 6.57142 0.05147
H 6.17868 5.30897 0.50416
H 4.55533 5.31164 1.20897
H 5.51210 5.93859 -2.35250
H 5.09609 4.32027 -2.95009
H 6.51071 4.54142 -1.91257
H 6.76037 3.22764 -0.00502
H 6.93531 0.86154 0.59361
H 2.56569 2.72475 -0.86056
H 3.49845 -3.53351 1.08714
H 2.20005 -5.60243 0.74682
H 0.02876 -5.48950 -0.45860
H -0.87632 -3.33850 -1.16778
Cl -0.14277 3.64196 3.82600
C 0.73808 3.46998 2.28791
Cl 0.37030 4.88286 1.27154
Cl 2.48870 3.45819 2.61912
C 0.34660 2.06733 1.60588
O 0.51484 1.09956 2.33895
O -0.06948 2.14381 0.43144
C -7.46293 -5.91327 0.06660
C -6.33600 -4.90799 0.08016
C -6.43105 -3.70256 -0.60370
C -5.42931 -2.73434 -0.53895
C -5.57995 -1.48307 -1.36205
C -4.28781 -2.94353 0.26722
Te -2.95043 -1.33059 0.63896
C -4.14237 -4.20945 0.86957
C -2.88760 -4.60469 1.61445
C -5.16267 -5.15619 0.77682
H -8.30147 -5.54506 -0.52793
H -7.82762 -6.10756 1.07922
H -7.14436 -6.87206 -0.35372
H -7.31781 -3.50254 -1.20104
H -6.52058 -1.49993 -1.92177
H -4.74946 -1.39579 -2.06674
H -5.53755 -0.58089 -0.74920
H -2.10680 -3.85842 1.48013
H -2.52213 -5.56836 1.24647
H -3.08044 -4.70426 2.68727
H -5.03585 -6.11573 1.27554
C -2.97093 3.29459 0.78823
S -2.81680 1.94880 -0.40336
O -4.20416 1.83144 -0.95147
C -1.90355 2.79365 -1.71780
C -1.27872 1.92934 -2.60968
C -0.52035 2.43514 -3.65548
C -0.38100 3.80923 -3.80950
C -1.01723 4.66899 -2.92442
C -1.77616 4.16296 -1.87612
H -3.71531 3.98931 0.39856
H -2.01094 3.77311 0.96035
H -3.33150 2.82863 1.70408
H -1.39237 0.85591 -2.48120
H -0.03136 1.75674 -4.34404
H 0.23521 4.20724 -4.60704
H -0.91841 5.74223 -3.04173
H -2.26559 4.84395 -1.19115
*
```

=====

ORCA calculation (wB97M-V/def2-TZVPD) on a cluster of 10 separate species, C5H30N2O10 in total in a non-equilibrium geometry.

Properties
Calculated total energy (Ha): -1069.8111
Energy relative to the best compared isomer or geometry (same formula, charge and spin) (kcal/mol): 88.0
HOMO-LUMO gap (eV): 10.301
HOMO level (eV): -16.17

Geometry as ORCA input:
```
! wB97M-V def2-TZVPD RIJCOSX def2/J DEFGRID3
* xyz 2 1
O -0.82779 -2.90379 2.18787
C -0.58865 -3.06309 1.01966
C 0.04812 -1.81704 0.35740
C -0.85764 -1.19035 -0.68213
C -0.50206 0.12852 -1.33960
C -0.18872 2.36540 -0.48286
N -0.79603 1.25049 -0.44983
N 0.73275 -0.94435 1.42098
H -0.74652 -3.98243 0.43719
H 0.85951 -2.23288 -0.27386
H -0.99172 -1.92618 -1.49407
H -1.84161 -1.00336 -0.21092
H -0.76527 0.25777 -2.37757
H 0.62918 0.07662 -1.47689
H -0.55759 3.15604 0.15287
H 0.42341 2.70050 -1.36797
H -1.53117 1.09309 0.34059
H 1.69892 -1.29035 1.50236
H 0.23059 -1.09709 2.30817
H 0.75607 0.03894 1.11400
H -2.82283 -1.10239 -3.99402
H -1.50547 -0.79830 -4.70582
O -1.90634 -0.83694 -3.83043
H -3.62535 1.34836 -2.93973
H -3.71165 2.76370 -2.10060
O -3.59193 1.82128 -2.11602
H 0.28024 -1.33878 -3.73485
H 1.62640 -1.58411 -3.55766
O 0.83009 -1.64565 -2.99943
H 3.48707 -1.12295 3.70424
H 3.75393 -1.84338 2.31364
O 3.45284 -1.05727 2.75983
H 2.73104 2.75134 -0.30163
H 2.70133 2.90440 -1.88130
O 2.26699 2.57281 -1.09563
H 3.44506 -2.97625 0.19659
H 3.01830 -3.64957 1.54556
O 2.78672 -2.96133 0.90151
H -2.91290 -0.02584 1.42557
H -2.02398 0.96241 2.37589
O -2.04033 0.26634 1.70933
H -2.92175 2.72867 3.21941
H -2.34869 3.72412 2.55451
O -2.05022 2.82083 2.79530
H 1.45151 2.35984 2.93168
H 2.70305 2.22881 2.08304
O 1.74312 2.07341 2.05566
*
```

=====

ORCA calculation (wB97M-V/def2-TZVPD) on a structure of composition C3H4NOP in a non-equilibrium geometry.

Properties
Calculated total energy (Ha): -587.8880
Energy relative to the best compared isomer or geometry (same formula, charge and spin) (kcal/mol): 86.9
HOMO-LUMO gap (alpha / beta) (eV): 6.468 / 7.135
HOMO level (alpha / beta) (eV): -7.04 / -7.67

Geometry as ORCA input:
```
! wB97M-V def2-TZVPD RIJCOSX def2/J DEFGRID3
* xyz 0 1
C -0.95261 -0.02732 0.52738
C 0.45285 1.64826 -0.29844
C -0.24994 -1.13449 -0.18976
N -0.48871 1.13388 0.26921
O 1.00675 -1.17273 0.33282
P 2.14261 -0.06863 -0.12527
H -1.75224 -0.05074 1.40063
H 0.78241 2.62807 -0.77149
H -0.81476 -2.02162 0.04326
H -0.12637 -0.93467 -1.18835
*
```

=====

ORCA calculation (wB97M-V/def2-TZVPD) on a structure of composition C15H19F6N3NiO2S3 in a non-equilibrium geometry.

Properties
Calculated total energy (Ha): -4199.7842
Energy relative to the best compared isomer or geometry (same formula, charge and spin) (kcal/mol): 0.0
Expectation value of S²: 3.772
HOMO-LUMO gap (alpha / beta) (eV): 3.005 / 6.424
HOMO level (alpha / beta) (eV): -0.45 / -3.88

Geometry as ORCA input:
```
! wB97M-V def2-TZVPD RIJCOSX def2/J DEFGRID3
* xyz -1 4
Ni 5.64345 -12.55931 -7.69984
O 5.78778 -14.65318 -8.06250
N 5.29069 -15.35534 -7.08947
C 4.62284 -16.49181 -7.38350
C 4.04271 -17.30431 -6.42818
C 4.19856 -16.95662 -5.10048
C 4.82816 -15.72853 -4.85686
C 5.30425 -14.83255 -5.80395
S 6.03023 -13.22945 -5.63560
H 4.37139 -16.54331 -8.46809
H 3.44882 -18.11539 -6.72600
H 3.84904 -17.58609 -4.29614
H 4.99107 -15.41051 -3.81091
C 6.80974 -8.20409 -5.37260
N 5.87240 -8.36760 -6.44018
C 4.87739 -7.45880 -6.92131
C 4.10050 -8.16184 -7.81646
N 4.56844 -9.42903 -7.86196
C 5.68822 -9.54607 -7.14781
S 6.86123 -10.74372 -7.12133
H 6.63521 -7.23280 -4.99019
H 7.88324 -8.32135 -5.76002
H 6.70966 -8.95846 -4.59986
H 4.80837 -6.42116 -6.61363
H 3.26566 -7.87090 -8.49297
H 4.10773 -10.52502 -8.07647
C 4.78951 -13.11763 -10.96436
S 5.96465 -12.01106 -10.07312
C 7.39746 -13.11082 -10.39876
H 4.32631 -13.70632 -10.18393
H 5.27899 -13.65302 -11.72501
H 4.03638 -12.42837 -11.51306
H 8.16062 -12.35133 -10.69770
H 7.20656 -13.89180 -11.13142
H 7.63944 -13.51201 -9.38573
C 1.87446 -11.49518 -6.33122
C 2.30811 -12.06025 -7.67303
O 3.64388 -11.80792 -8.00927
C 1.36656 -11.40331 -8.72779
F 1.87092 -10.23480 -9.17066
F 0.11911 -11.26148 -8.20659
F 1.22150 -12.27326 -9.86462
C 2.15585 -13.63821 -7.67222
F 2.67052 -14.37957 -8.72997
F 2.71812 -14.23526 -6.58719
F 0.84600 -13.97417 -7.68784
H 1.88807 -10.42266 -6.33250
H 2.62982 -11.78399 -5.57291
H 0.90477 -11.83818 -6.00863
*
```

=====

ORCA calculation (wB97M-V/def2-TZVPD) on a structure of composition C26H22BrCl5IrN2O4S in a non-equilibrium geometry.

Properties
Calculated total energy (Ha): -6791.4734
Energy relative to the best compared isomer or geometry (same formula, charge and spin) (kcal/mol): 37.2
Expectation value of S²: 6.038
HOMO-LUMO gap (alpha / beta) (eV): 8.390 / 5.693
HOMO level (alpha / beta) (eV): -10.75 / -11.06

Geometry as ORCA input:
```
! wB97M-V def2-TZVPD RIJCOSX def2/J DEFGRID3
* xyz 1 5
Ir 0.48569 -0.03766 -0.45414
O -0.25903 1.67757 4.99382
C -1.46750 2.07901 4.50656
C -2.39232 2.77229 5.27967
C -3.61060 3.14948 4.73368
C -3.92477 2.83341 3.41675
C -2.99666 2.15157 2.64847
C -1.76481 1.77307 3.18142
C -0.73404 1.12987 2.31283
O -0.47172 2.00881 1.23132
N -1.26755 -0.14055 1.80058
N -0.38839 -0.95054 1.16496
C -0.44939 -2.28011 1.51057
C 0.33601 -3.24264 1.03235
Br 2.89914 -0.91350 -0.13969
C 1.08830 -4.26266 0.73698
C 0.84121 -5.34125 -0.25030
C -0.16993 -5.27310 -1.20606
C -0.36977 -6.31924 -2.09275
C 0.43265 -7.45295 -2.02629
C 1.43711 -7.53239 -1.07219
C 1.64305 -6.47852 -0.19189
H -0.17561 1.92876 5.91737
H -2.15341 3.01509 6.31117
H -4.31894 3.69964 5.34469
H -4.88151 3.11840 2.99588
H -3.21835 1.90418 1.61344
H 0.19588 0.96015 2.83980
H -1.87308 -0.62191 2.45095
H -1.18721 -2.54126 2.26281
H 2.03504 -4.32940 1.27692
H -0.80610 -4.39720 -1.25239
H -1.15589 -6.25537 -2.83715
H 0.27617 -8.27163 -2.72008
H 2.06189 -8.41708 -1.01122
H 2.43130 -6.53858 0.55416
Cl 1.95633 -1.99157 -7.09449
C 1.66817 -1.12908 -5.64261
C 1.07292 -1.76035 -4.56681
Cl 0.60207 -3.40838 -4.64256
C 0.85531 -1.03574 -3.40670
Cl 0.05897 -1.77124 -2.04436
C 1.20067 0.29493 -3.24877
O 0.96922 0.95854 -2.10742
C 1.79033 0.91807 -4.34823
Cl 2.22253 2.57973 -4.19647
C 2.02519 0.21962 -5.52516
Cl 2.76645 1.01524 -6.84656
O 0.79843 1.58116 0.65427
S 1.58603 3.41192 -0.80631
C 1.71934 4.57492 0.56537
C 0.31715 5.12862 0.80875
C -0.30747 5.27579 -0.57673
C -0.06953 3.93634 -1.28009
H 2.41439 5.34862 0.22600
H 2.16543 4.05312 1.41461
H 0.35673 6.07270 1.35165
H -0.25769 4.41694 1.39984
H 0.19022 6.07517 -1.13036
H -1.36999 5.50338 -0.53240
H -0.10717 3.96822 -2.36756
H -0.75091 3.15959 -0.91987
*
```

=====

Which value of energy relative to the best compared isomer or geometry (same formula, charge and spin) does entry 5 give? 0.0 kcal/mol